13 unconnected molecules or ions with the total composition C50H136N10O18. Source: the Open Molecules 2025 dataset; level of theory: the ωB97M-V functional and the def2-TZVPD basis.

Geometry (Å):
C -1.0507 0.2692 5.4105
C -1.1804 1.5183 6.2768
C -2.0420 2.6028 5.4910
O -1.7630 2.5989 4.1124
C -0.7021 3.4398 3.7642
N -1.7536 1.1491 7.5048
H -2.0856 -0.0836 5.2382
H -0.4236 -0.4684 6.0313
H -0.5866 0.5393 4.5158
H -0.1956 2.0156 6.3931
H -1.8569 3.5608 5.9324
H -3.0437 2.3082 5.6210
H -0.9578 4.5271 3.8684
H -0.2441 3.2412 2.7368
H 0.1844 3.2130 4.3882
H -1.5883 1.8531 8.1900
H -1.2753 0.3082 7.8729
C -2.9622 5.4773 0.5351
C -3.4894 4.1350 0.0612
C -3.6230 3.9873 -1.4765
O -4.2227 5.1578 -2.0292
C -3.9806 5.2996 -3.3700
N -2.7196 2.9734 0.4320
H -1.8682 5.5340 0.5195
H -3.3350 5.9144 1.4859
H -3.3237 6.2630 -0.2370
H -4.4940 4.0009 0.5201
H -4.0716 3.0639 -1.7317
H -2.5975 3.9545 -1.8698
H -4.7973 5.9606 -3.7033
H -3.9992 4.3632 -3.9302
H -3.0272 5.7238 -3.6297
H -2.4967 3.0089 1.4100
H -1.8303 2.9687 -0.0460
C -1.4238 1.3075 -5.0829
C -1.8087 1.8676 -3.7084
C -2.4241 0.7978 -2.7960
O -3.6969 0.4124 -3.2653
C -4.2144 -0.6890 -2.5599
N -0.7481 2.4628 -3.0202
H -2.2882 1.3659 -5.7948
H -1.0358 0.3001 -4.9512
H -0.6389 2.0153 -5.4407
H -2.6150 2.5714 -3.8664
H -2.4275 1.1156 -1.7391
H -1.7791 -0.0914 -2.7682
H -4.2533 -0.4429 -1.5177
H -3.4808 -1.5102 -2.7271
H -5.2291 -0.9200 -2.9366
H -0.8545 2.8425 -2.0778
H -0.1833 3.0282 -3.6564
C 1.7616 -1.8935 -0.5794
C 0.7388 -0.9511 -1.2118
C 0.0825 -0.0947 -0.1465
O -0.6778 -0.8343 0.7502
C -1.5398 -0.0524 1.5657
N 1.3312 0.0602 -2.0492
H 2.2943 -2.4840 -1.3217
H 1.3059 -2.6224 0.0794
H 2.5346 -1.3376 0.0124
H 0.0619 -1.5874 -1.8194
H -0.5193 0.6432 -0.6689
H 0.9265 0.4040 0.4583
H -2.3450 0.2370 0.9076
H -0.9911 0.8227 1.8274
H -1.8817 -0.6930 2.4037
H 0.6442 0.5516 -2.6066
H 2.1023 -0.2356 -2.6419
C 2.0287 -0.5166 -6.8031
C 2.2227 0.8249 -6.1295
C 3.5865 0.8177 -5.3563
O 3.5746 -0.1145 -4.2630
C 4.9329 -0.0493 -3.6070
N 2.1613 1.8418 -7.1343
H 1.8984 -1.3620 -6.1855
H 2.8486 -0.8019 -7.4944
H 1.0878 -0.5006 -7.4235
H 1.4333 0.8980 -5.4271
H 3.8557 1.7888 -4.9215
H 4.4220 0.6673 -6.0068
H 5.5579 -0.4157 -4.3734
H 4.8839 -0.6231 -2.6420
H 5.1915 0.9985 -3.3914
H 1.6039 1.4904 -7.9183
H 1.7943 2.7503 -6.8176
C -4.9340 0.0075 4.3061
O -3.9280 -0.9730 4.0768
C -3.8165 -2.0101 4.9754
C -5.0865 -2.8621 4.9510
N -5.3978 -3.1797 3.5809
C -6.7450 -3.6948 3.3762
C -7.3299 -3.1791 2.1026
O -7.6263 -1.7725 2.1349
C -8.7976 -1.4900 2.8429
H -4.7168 0.7827 3.5762
H -4.8187 0.4316 5.3281
H -5.9759 -0.4002 4.3117
H -3.7134 -1.6540 6.0545
H -2.9063 -2.5188 4.7461
H -5.8735 -2.2414 5.4609
H -4.9929 -3.7812 5.6109
H -5.3971 -2.3662 3.0006
H -7.4526 -3.3325 4.2400
H -6.8547 -4.8073 3.3753
H -8.2246 -3.7248 1.8658
H -6.6751 -3.2872 1.2634
H -8.8576 -0.4008 3.1048
H -8.8209 -2.0064 3.7991
H -9.6671 -1.7398 2.3244
C 8.9910 1.0849 3.8586
O 8.0735 1.9755 3.1718
C 7.4891 2.8922 4.1285
C 5.9728 2.9844 3.9002
N 5.2927 1.7239 4.2603
C 3.9215 1.6265 3.8268
C 3.2584 0.3312 4.1868
O 3.7081 -0.7085 3.4179
C 3.0210 -1.9393 3.6982
H 9.4594 0.4338 3.1368
H 8.4241 0.5159 4.6122
H 9.7729 1.6697 4.3877
H 7.9580 3.8321 4.1103
H 7.6484 2.4128 5.0970
H 5.7821 3.2889 2.8779
H 5.6021 3.7939 4.5429
H 5.8267 1.0611 3.7388
H 3.7837 1.9004 2.7351
H 3.2488 2.3749 4.3320
H 2.1819 0.4678 4.0528
H 3.4492 0.1213 5.2468
H 1.9150 -1.8541 3.5810
H 3.2750 -2.3330 4.7024
H 3.3133 -2.7411 2.9308
C 7.0460 5.9560 -1.9506
O 6.0627 5.3319 -2.7055
C 5.2067 6.3384 -3.3519
C 4.2289 5.5669 -4.2232
N 3.3754 4.7113 -3.4090
C 2.3336 3.9256 -4.1690
C 1.2111 4.9315 -4.3135
O 0.2766 4.3148 -5.2642
C -1.0140 4.8760 -5.4396
H 6.5580 6.7984 -1.4425
H 7.8272 6.2867 -2.6185
H 7.4778 5.1657 -1.3038
H 5.7634 7.0128 -4.0043
H 4.7136 6.8574 -2.5528
H 4.8056 4.9063 -4.8878
H 3.6837 6.2797 -4.8326
H 3.8487 4.0935 -2.8171
H 1.9480 3.0651 -3.5991
H 2.7098 3.7004 -5.1833
H 1.5631 5.8844 -4.7558
H 0.6993 5.1532 -3.3666
H -1.4186 4.5239 -6.3443
H -0.9279 6.0309 -5.4327
H -1.6240 4.5979 -4.5163
C -3.7974 -2.6977 0.1366
O -3.3963 -3.7623 -0.6238
C -2.4841 -4.5170 0.1331
C -2.0512 -5.7839 -0.6962
N -1.4618 -5.3980 -2.0212
C -0.4191 -4.3942 -2.0213
C 0.1905 -4.2544 -3.3872
O -0.8361 -3.8082 -4.2501
C -0.3714 -3.5045 -5.5130
H -4.4751 -2.0589 -0.4647
H -2.9129 -2.0294 0.3350
H -4.2050 -3.0291 1.1022
H -2.9649 -4.7842 1.1309
H -1.6779 -3.8385 0.3521
H -2.9745 -6.3775 -0.8312
H -1.3756 -6.4222 -0.1379
H -2.2811 -5.2678 -2.5891
H 0.3408 -4.7583 -1.3466
H -0.8336 -3.4414 -1.7774
H 0.7298 -5.1617 -3.7064
H 0.9805 -3.4734 -3.2232
H -0.9968 -2.6709 -5.9700
H -0.4178 -4.3481 -6.1586
H 0.6436 -3.0321 -5.4962
C 3.7232 -5.7956 -0.4479
O 2.5009 -6.4815 -0.3935
C 2.6126 -7.7738 0.1893
C 2.9119 -7.6366 1.7079
N 2.0208 -6.7246 2.4264
C 0.5900 -7.0759 2.4328
C -0.1825 -5.9583 3.0880
O 0.0784 -4.6916 2.4513
C -0.5408 -3.5602 3.0605
H 3.4567 -4.9567 -1.1441
H 4.5114 -6.4360 -0.8128
H 4.1562 -5.3947 0.4826
H 3.3812 -8.4289 -0.2769
H 1.6249 -8.2879 -0.0128
H 3.8833 -7.3090 1.8772
H 2.8963 -8.6526 2.1284
H 2.1836 -5.8070 2.0930
H 0.4184 -7.9968 3.0018
H 0.2615 -7.2853 1.4163
H 0.2115 -5.8949 4.1181
H -1.3036 -6.1717 3.1306
H -1.6405 -3.4925 3.0286
H -0.1666 -2.6795 2.5313
H -0.2410 -3.5179 4.1439
O 0.6825 3.9433 -0.4670
H 1.4418 3.3016 -0.4619
H 1.0601 4.7854 -0.6944
O 2.9744 2.1745 -0.9425
H 2.4096 1.3812 -1.1476
H 3.6296 1.8478 -0.3140
O -4.8553 1.3301 -0.0289
H -5.1070 0.7860 0.6997
H -4.0590 1.8099 0.2579

Calculated values
orbital gap: 8.4 eV
charge: 0

=====

A molecular structure, C50H138F6KN5O54S12. Source: the Open Molecules 2025 dataset; level of theory: the ωB97M-V functional and the def2-TZVPD basis.

Geometry (Å):
K -2.8612 -3.3555 1.9830
C -6.0029 -3.9585 5.1315
C -5.8666 -4.3832 3.6563
C -6.9168 -5.3966 3.2262
O -5.8135 -3.2167 2.8479
H -5.0843 -3.4868 5.4804
H -6.0116 -4.8999 5.6810
H -6.9453 -3.4356 5.2946
H -4.9200 -4.9083 3.5278
H -7.0448 -6.1594 3.9942
H -6.5618 -5.8977 2.3257
H -7.8565 -4.9265 2.9362
C -2.6682 -5.4191 -1.5283
C -4.1122 -5.0768 -1.1348
O -5.0308 -5.7427 -1.6382
O -4.3883 -4.1559 -0.3662
H -2.1801 -5.8038 -0.6329
H -2.1337 -4.5769 -1.9676
H -2.7083 -6.2489 -2.2339
C -1.9335 -1.2157 -1.1141
F -2.4986 -1.6279 0.0774
F -1.1895 -2.1763 -1.6921
F -2.9200 -0.8175 -1.9625
S -0.8814 0.3406 -0.7278
O -0.2450 0.6148 -2.0120
O -1.7935 1.4154 -0.3814
N 0.0658 -0.1514 0.6022
S 1.3187 0.7354 0.4770
O 2.2239 0.2222 -0.5638
O 1.2310 2.2056 0.5058
C 2.1436 0.2417 2.2330
F 3.2972 0.9612 2.4290
F 1.2732 0.4733 3.2800
F 2.4072 -1.0295 2.1353
C 1.0641 -3.5405 0.0552
O 0.2494 -2.8308 1.0486
H 0.4633 -4.1560 -0.6143
H 1.8479 -2.8940 -0.3395
H 1.5868 -4.3152 0.6162
H 0.3153 -1.8930 0.8542
C -0.4783 0.8605 -5.8514
O -1.0474 -0.3041 -6.4123
H -0.9137 1.0231 -4.8655
H 0.5918 0.7173 -5.7017
H -0.6015 1.7538 -6.4636
H -1.9824 -0.1890 -6.2276
C 0.3842 -5.6108 3.7494
O -0.5932 -5.0944 2.9183
H 0.6996 -6.5645 3.3260
H 1.3042 -5.0360 3.6437
H 0.0789 -5.5712 4.7950
H -0.0974 -4.5005 2.3500
C -5.1950 -0.3896 5.0303
O -6.0087 -0.4212 3.8635
H -4.3254 -1.0312 4.8885
H -5.0372 0.6091 5.4375
H -5.8036 -0.8739 5.7940
H -5.8945 -1.3305 3.5775
C 4.7956 -2.2425 -0.1049
O 4.7865 -2.9631 1.1396
H 4.4933 -2.8145 -0.9821
H 4.2439 -1.3043 -0.0452
H 5.8550 -2.0620 -0.2870
H 5.1099 -2.3445 1.7986
C -5.9368 -0.9374 0.1599
O -6.8820 -1.6658 0.8943
H -5.6628 -0.0816 0.7768
H -4.9988 -1.4768 0.0283
H -6.2960 -0.6593 -0.8309
H -6.5152 -2.2206 1.5866
C -3.3012 3.5502 -5.1097
O -3.1947 2.4241 -4.2529
H -3.0715 3.3169 -6.1494
H -4.2428 4.0872 -4.9954
H -2.5194 4.2415 -4.7952
H -4.0570 2.0138 -4.1550
C 0.1147 3.1910 5.2578
O 0.6205 4.4224 4.7138
H -0.7463 3.3872 5.8969
H -0.2328 2.6084 4.4046
H 0.9455 2.7081 5.7723
H 0.9564 4.9932 5.4087
C -2.7147 0.4300 2.5637
O -1.7295 -0.5476 2.4750
H -3.3142 0.4388 1.6534
H -3.4673 0.2139 3.3220
H -2.2717 1.3942 2.8129
H -1.0623 -0.2486 1.8530
O -8.5526 -5.7313 -4.5960
S -8.4006 -4.5235 -3.8363
O -8.2488 -4.5735 -2.3806
O -7.1155 -3.7825 -4.4773
C -6.5965 -2.5611 -3.9210
C -5.1270 -2.2426 -4.2726
C -9.7200 -3.3502 -4.3786
H -6.5695 -2.7453 -2.8470
H -7.2346 -1.7104 -4.1601
H -4.5552 -3.0312 -3.7833
H -4.7562 -1.3322 -3.8016
H -4.8335 -2.1647 -5.3194
H -9.4817 -2.3484 -4.0212
H -10.7398 -3.6555 -4.1445
H -9.4089 -3.2857 -5.4213
O 7.4337 2.9935 -2.1384
S 6.9193 1.6782 -1.9005
O 7.3585 0.5844 -2.7347
O 6.9980 1.2062 -0.3146
C 7.2085 2.1535 0.7185
C 7.6526 1.4218 1.9538
C 4.9865 1.7730 -1.9950
H 6.3728 2.8269 0.9087
H 8.0618 2.7929 0.4924
H 8.5659 0.8509 1.7862
H 6.9219 0.6831 2.2830
H 7.8431 2.0984 2.7869
H 4.6201 0.8707 -1.5054
H 4.6742 1.8122 -3.0386
H 4.6698 2.6112 -1.3742
O 0.1843 4.0476 -5.6027
S 0.8868 3.9735 -4.3479
O 1.8786 2.9453 -4.0909
O 1.6639 5.3987 -3.9919
C 1.3024 6.6073 -4.7025
C 0.3143 7.4474 -3.8576
C -0.3766 3.9645 -2.9576
H 0.8711 6.3880 -5.6792
H 2.2289 7.1453 -4.9032
H 0.5770 7.2538 -2.8176
H -0.6810 7.0038 -3.8317
H 0.2557 8.5029 -4.1230
H 0.0667 4.2755 -2.0117
H -0.9139 3.0162 -2.9443
H -0.9833 4.8530 -3.1323
O -2.3217 -1.8262 7.3859
S -0.9398 -1.5583 7.1007
O -0.1392 -0.6342 7.8827
O -0.1595 -3.0703 7.0684
C 0.3054 -3.5848 8.3071
C 1.4875 -4.5948 8.0163
C -0.7419 -1.2020 5.3381
H -0.4847 -4.1069 8.8469
H 0.6124 -2.8242 9.0250
H 2.2418 -4.4301 7.2469
H 1.0420 -5.5572 7.7645
H 2.0821 -4.6862 8.9253
H -1.7046 -1.3830 4.8599
H 0.0637 -1.8013 4.9138
H -0.5641 -0.1292 5.2633
O 3.2729 6.9251 5.1904
S 3.5581 6.0459 6.3373
O 2.5373 5.4448 7.2285
O 4.5266 4.7797 5.8242
C 3.8346 3.7392 5.1909
C 4.8276 2.7357 4.6227
C 4.8731 6.8752 7.3718
H 3.1471 4.0760 4.4149
H 3.2874 3.1178 5.8999
H 4.2332 1.8884 4.2809
H 5.4914 2.3400 5.3914
H 5.4505 3.1579 3.8341
H 4.3362 7.7246 7.7941
H 5.5904 7.3019 6.6708
H 5.3348 6.2191 8.1098
O 6.4412 -5.3873 -4.7066
S 5.0459 -4.9776 -4.4124
O 4.3987 -5.5611 -3.2239
O 4.9910 -3.3270 -4.3589
C 3.6946 -2.7738 -4.0007
C 4.0062 -1.2817 -3.7422
C 3.9459 -5.2931 -5.8433
H 3.3874 -3.2555 -3.0724
H 2.9777 -2.7994 -4.8214
H 4.1418 -0.7663 -4.6931
H 4.9052 -1.2693 -3.1260
H 3.1321 -0.8444 -3.2598
H 2.9163 -5.1833 -5.5030
H 4.1700 -6.3327 -6.0826
H 4.2957 -4.5990 -6.6074
O 4.2297 8.3436 -1.2928
S 5.3344 7.4029 -0.9706
O 6.1198 7.4995 0.2659
O 4.7074 5.8463 -1.1020
C 3.9888 5.6053 -2.2732
C 4.8486 5.0254 -3.4240
C 6.4934 7.5019 -2.3445
H 3.3596 6.4057 -2.6624
H 3.1940 4.8708 -2.1430
H 5.3752 4.1675 -3.0058
H 5.6850 5.6332 -3.7689
H 4.2162 4.7901 -4.2800
H 5.9558 7.7564 -3.2579
H 7.0630 6.5765 -2.4293
H 7.2070 8.3141 -2.2059
O -3.8726 2.2355 -8.4477
S -4.5096 1.1195 -7.7250
O -3.7594 0.0440 -7.0887
O -5.5749 1.7833 -6.6697
C -6.0141 1.0013 -5.5749
C -6.8032 1.8451 -4.5538
C -5.7445 0.2991 -8.9792
H -5.1500 0.5806 -5.0606
H -6.5580 0.2143 -6.0973
H -7.2633 1.3330 -3.7087
H -7.6142 2.2417 -5.1646
H -6.2484 2.7199 -4.2149
H -6.3068 -0.5260 -8.5420
H -5.0369 -0.1475 -9.6776
H -6.3704 1.0987 -9.3755
O 5.5329 -1.5891 3.3631
S 5.0940 -1.9990 4.7385
O 6.0526 -2.1733 5.8488
O 3.8055 -0.9942 5.2126
C 3.1768 -1.2084 6.5075
C 2.9691 0.1688 7.1427
C 4.0486 -3.5132 4.5482
H 3.8550 -1.8420 7.0789
H 2.2193 -1.6921 6.3145
H 2.3228 0.8846 6.6347
H 3.8804 0.7081 7.4011
H 2.4744 0.0784 8.1097
H 3.5848 -3.7466 5.5066
H 4.6318 -4.2979 4.0663
H 3.2522 -3.2869 3.8393
O -2.8668 6.6388 1.1213
S -1.7493 5.6902 1.0033
O -1.5331 4.7558 -0.1095
O -0.2993 6.5397 1.3448
C 0.9196 5.9263 0.9640
C 2.0180 6.2693 1.9849
C -1.7793 4.6238 2.4893
H 1.3071 6.1998 -0.0174
H 0.8632 4.8392 0.9078
H 1.6276 6.1990 3.0002
H 2.1309 7.3482 1.8782
H 2.9748 5.7847 1.7909
H -2.7715 4.2207 2.6922
H -1.4385 5.2472 3.3160
H -1.0494 3.8200 2.3931
C 4.4927 -5.9116 -0.0969
N 3.9711 -6.4776 1.1987
O 4.2112 -5.8220 2.2729
O 3.1115 -7.3516 1.2074
H 5.5067 -5.7076 0.2472
H 3.9013 -5.0451 -0.3928
H 4.6076 -6.6177 -0.9193
C -1.5152 -3.1965 -4.4996
N -1.1311 -3.6186 -5.8799
O -0.0048 -3.3468 -6.2278
O -2.0728 -4.0024 -6.5693
H -2.2248 -3.9423 -4.1413
H -2.0754 -2.2655 -4.5864
H -0.6602 -3.1318 -3.8267
C -4.3831 2.8558 -0.2550
N -5.7380 2.8612 -0.8541
O -6.3574 3.8578 -0.6689
O -6.1716 1.9109 -1.5216
H -4.4012 3.3843 0.6981
H -3.7394 3.3459 -0.9855
H -4.1318 1.8155 -0.0482
C 1.1732 -6.6414 -2.3412
N 0.8102 -5.7213 -3.4606
O 0.1569 -6.1737 -4.3905
O 1.2724 -4.5909 -3.3867
H 2.2374 -6.5925 -2.1105
H 0.9121 -7.6574 -2.6372
H 0.5809 -6.2846 -1.4986

Calculated values
orbital gap: 5.2 eV
charge: -2

=====

Asked for total energy across the records above, the calculation gives -105800.308; -334734.470 eV in order.
Asked for E_HOMO across the records above, the calculation gives -7.95; -2.91 eV in order.